C4H6CdO as an isolated structure in a non-equilibrium geometry. Source: the Open Molecules 2025 dataset; level of theory: the ωB97M-V functional and the def2-TZVPD basis.

Results
- F_max: 4.890 eV/Å
- E: -398.835693 a.u.
- M: 182.50 g/mol
- E_HOMO (spin up / spin down): -1.34 / -1.47 eV
- Energy relative to the best compared isomer or geometry (same formula, charge and spin): 0.0 kcal per mole
- Kohn-Sham gap (spin up / spin down): 5.495 / 5.592 eV

ORCA input file:
```
! wB97M-V def2-TZVPD RIJCOSX def2/J DEFGRID3
* xyz -1 2
C -0.465 0.745 0.718
H -0.465 -2.341 0.420
C -0.789 1.691 -0.329
Cd 0.086 -0.143 -2.557
H 1.375 -2.604 0.409
C 0.711 -0.604 0.068
H -0.702 2.765 -0.092
H -1.311 0.061 0.909
H 1.745 -0.228 0.092
O -0.702 1.360 -1.606
C 0.536 -1.901 0.354
H -0.020 1.200 1.613
*
```

natural (NBO) atomic charge list, values in e, 4 entries:
1 C -0.452
2 H 0.177
3 C 0.084
4 Cd 0.078